Below is one molecule with the formula C5H10N2O2, with properties calculated with ωB97M-V with the def2-TZVPD basis set.

Last column: Mulliken charge in e.
Cartesian coordinates (Å):
O1 -3.151 -0.734 -0.497  -0.472
N1 -2.532 0.325 -0.642  -0.393
N2 -1.329 0.269 -0.084  0.603
C1 -0.809 -1.005 0.643  -0.721
C2 0.417 -1.229 -0.058  -0.593
C3 1.381 -0.120 0.068  0.165
O2 2.420 -0.603 -0.634  -0.512
C4 0.866 1.291 -0.278  -0.663
C5 -0.580 1.483 0.246  -0.638
H1 -1.515 -1.939 0.704  0.288
H2 -0.677 -0.502 1.692  0.290
H3 0.152 -1.327 -1.151  0.339
H4 0.670 -2.078 0.427  0.325
H5 1.805 -0.238 1.225  0.243
H6 2.023 -0.952 -1.455  0.413
H7 1.615 2.035 0.104  0.313
H8 0.991 1.284 -1.327  0.299
H9 -0.690 1.715 1.333  0.331
H10 -1.057 2.325 -0.317  0.382

Summary:
gap between HOMO and LUMO	10.0	eV
charge	0
SMILES	O=NN1CCC(O)CC1
HOMO level	-0.3391	Eh



Below is one molecule with the formula C5H10N2O2, with properties calculated with ωB97M-V with the def2-TZVPD basis set.

Last column: Mulliken charge in e.
Cartesian coordinates (Å):
C1 1.774 -0.915 -1.561  -1.473
C2 0.544 -0.763 -0.709  0.473
C3 0.121 -1.655 0.135  0.425
O1 -0.168 -2.569 0.820  -0.467
C4 -0.213 0.567 -0.810  -0.162
O2 -1.251 0.525 -1.718  -0.551
N1 -0.754 0.899 0.542  0.105
C5 0.176 1.166 1.615  -0.883
N2 -1.939 0.201 0.866  -0.724
H1 2.210 -1.902 -1.423  0.406
H2 2.516 -0.159 -1.298  0.321
H3 1.510 -0.782 -2.609  0.319
H4 0.493 1.344 -1.122  0.432
H5 -2.013 0.131 -1.264  0.428
H6 0.589 0.244 2.048  0.318
H7 1.000 1.765 1.233  0.308
H8 -0.341 1.726 2.395  0.310
H9 -1.729 -0.629 1.426  0.184
H10 -2.524 0.807 1.432  0.230

Summary:
gap between HOMO and LUMO	9.2	eV
charge	0
SMILES	CC(=C=O)[C@@H](O)N(C)N
HOMO level	-0.3100	Eh



Below is C5H10N2O2 as an isolated structure, with properties calculated with ωB97M-V with the def2-TZVPD basis set.

Last column: Mulliken charge in e.
Cartesian coordinates (Å):
C1 -1.992 0.888 0.624  -1.091
C2 -0.520 0.581 0.396  0.183
C3 0.223 1.307 -0.971  -0.313
C4 2.105 -0.446 -0.137  -0.338
C5 1.014 -1.405 0.569  -0.623
H1 -2.465 -0.164 0.937  0.281
H2 -2.704 1.256 -0.416  0.223
H3 -2.286 1.832 1.385  0.296
H4 -0.041 0.891 1.336  0.255
H5 0.087 0.618 -1.950  0.260
H6 0.207 2.425 -1.404  0.277
H7 3.133 -0.402 0.857  0.232
H8 2.698 -1.205 -1.273  0.223
H9 1.080 -1.094 1.553  0.315
H10 0.959 -2.410 0.310  0.415
N1 -0.234 -0.750 0.110  0.758
N2 -0.891 -1.537 -0.591  -0.534
O1 1.615 0.814 -0.420  -0.339
O2 -1.988 -1.199 -0.915  -0.481

Summary:
gap between HOMO and LUMO	9.5	eV
charge	0
HOMO level	-0.3230	Eh



Below is a 2-piece molecular cluster, C5H10N2O2S2 overall, with properties calculated with ωB97M-V with the def2-TZVPD basis set.

Last column: Mulliken charge in e.
Cartesian coordinates (Å):
C1 -1.575 0.607 1.203  0.650
C2 -0.881 -0.629 -0.743  -0.490
C3 1.482 0.613 0.524  -0.552
C4 -2.357 1.009 2.348  -1.201
C5 1.945 0.642 -1.815  -0.704
N1 -1.549 0.030 0.158  -0.322
N2 1.527 1.310 -0.632  -0.031
O1 0.747 -2.558 -1.445  -0.511
O2 -0.598 -2.514 0.961  -0.493
S1 0.713 1.272 1.927  -0.290
S2 -0.699 -2.376 -0.457  0.533
H1 -1.064 -0.177 -1.688  0.574
H2 2.021 -0.246 0.499  0.473
H3 -3.083 0.226 2.432  0.303
H4 -2.840 1.890 2.265  0.369
H5 -1.738 1.049 3.206  0.365
H6 1.218 0.091 -2.343  0.238
H7 2.441 1.413 -2.427  0.320
H8 2.582 -0.256 -1.409  0.217
H9 0.743 -3.479 -1.794  0.325
H10 0.964 2.084 -0.768  0.227

Summary:
gap between HOMO and LUMO (alpha / beta)	5.4 / 7.0	eV
charge	0
HOMO level (alpha / beta)	-0.1801 / -0.3098	Eh
spin multiplicity	3



Below is one molecule with the formula C5H10N2O3S, with properties calculated with ωB97M-V with the def2-TZVPD basis set.

Last column: Mulliken charge in e.
Cartesian coordinates (Å):
C1 -0.759 0.168 2.025  -0.875
N1 0.446 -0.402 1.503  0.486
N2 1.595 -0.581 2.311  -0.243
O1 2.747 -0.608 1.754  -0.359
C2 0.616 -0.462 0.125  -0.235
C3 -0.401 -1.116 -0.605  -0.891
C4 -1.233 -0.032 -1.286  -0.350
C5 -0.188 0.931 -1.848  -0.788
S1 1.216 1.062 -0.598  1.063
O2 2.618 0.871 -1.049  -0.651
O3 0.986 2.157 0.390  -0.631
H1 -1.019 1.125 1.615  0.332
H2 -0.904 -0.212 3.115  0.413
H3 -1.763 -0.451 1.645  0.198
H4 1.708 -0.757 0.119  0.572
H5 -0.174 -1.897 -1.447  0.312
H6 -1.146 -1.663 0.108  0.269
H7 -2.156 0.271 -0.628  0.250
H8 -1.597 -0.689 -2.246  0.283
H9 -0.681 1.853 -2.281  0.400
H10 0.091 0.432 -2.722  0.447

Summary:
gap between HOMO and LUMO	9.8	eV
charge	0
SMILES	CN(N=O)[C@H]1CCCS1(=O)=O
HOMO level	-0.3588	Eh



Below is a 2-piece molecular cluster, C5H10N2O3S overall, with properties calculated with ωB97M-V with the def2-TZVPD basis set.

Last column: Mulliken charge in e.
Cartesian coordinates (Å):
C1 -1.175 0.167 0.436  -0.567
C2 -0.470 -0.937 -0.388  -0.483
C3 0.893 0.973 0.036  0.581
C4 2.001 1.918 -0.189  -1.276
C5 1.867 -1.245 0.414  -0.975
N1 -0.260 1.187 0.527  -0.488
N2 0.964 -0.500 -0.473  0.066
O1 -4.221 1.248 0.295  -0.486
O2 -3.528 -0.401 -1.412  -0.517
O3 -3.789 -1.100 0.927  -0.504
S1 -3.666 -0.030 -0.025  1.102
H1 -1.576 -0.113 1.398  0.440
H2 -0.539 -1.926 0.061  0.258
H3 -0.896 -0.969 -1.393  0.358
H4 2.848 1.733 0.473  0.319
H5 1.617 2.912 0.025  0.367
H6 2.352 1.892 -1.221  0.322
H7 1.470 -1.186 1.426  0.393
H8 1.942 -2.289 0.114  0.356
H9 2.858 -0.794 0.399  0.339
H10 1.307 -0.539 -1.432  0.394

Summary:
gap between HOMO and LUMO (alpha / beta)	7.5 / 7.5	eV
charge	0
HOMO level (alpha / beta)	-0.2790 / -0.2790	Eh



Below is a 2-piece molecular cluster, C5H10N2OS overall, with properties calculated with ωB97M-V with the def2-TZVPD basis set.

Last column: Mulliken charge in e.
Cartesian coordinates (Å):
C1 2.086 1.193 0.192  0.280
C2 -2.163 -1.078 -0.015  -1.383
C3 -0.709 0.383 -1.432  -1.142
C4 -1.584 0.233 -0.450  1.035
C5 2.012 -0.076 0.486  0.017
N1 2.276 2.369 -0.055  -0.564
N2 1.280 -0.667 1.539  -0.438
O1 -2.032 1.339 0.225  -0.539
S1 2.931 -1.204 -0.551  -0.266
H1 -1.591 -1.910 -0.418  0.282
H2 -3.194 -1.162 -0.366  0.395
H3 -2.164 -1.156 1.075  0.395
H4 -0.362 1.359 -1.713  0.371
H5 -0.345 -0.454 -1.993  0.259
H6 1.632 2.883 -0.648  0.289
H7 0.864 0.033 2.141  0.320
H8 1.853 -1.304 2.082  0.277
H9 -2.651 1.077 0.914  0.315
H10 1.860 -1.858 -1.012  0.097

Summary:
gap between HOMO and LUMO (alpha / beta)	5.4 / 7.5	eV
charge	0
HOMO level (alpha / beta)	-0.1757 / -0.3286	Eh
spin multiplicity	3



Below is one molecule with the formula C5H10N2S, with properties calculated with ωB97M-V with the def2-TZVPD basis set.

Last column: Mulliken charge in e.
Cartesian coordinates (Å):
C1 0.881 1.922 0.386  -1.131
C2 0.541 0.463 0.551  -0.618
C3 -0.682 0.114 -0.381  1.292
S1 -2.257 0.009 0.636  -0.232
C4 -0.848 1.122 -1.382  -0.470
N1 -1.105 2.016 -2.064  -0.446
C5 -0.518 -1.299 -1.112  -0.855
N2 0.247 -2.265 -0.324  -0.536
H1 1.953 2.162 0.618  0.329
H2 0.318 2.527 1.078  0.299
H3 0.847 2.183 -0.691  0.378
H4 1.441 -0.177 0.436  0.346
H5 0.266 0.264 1.676  0.238
H6 -3.082 0.877 0.006  0.191
H7 -0.030 -1.052 -2.142  0.410
H8 -1.470 -1.781 -1.302  0.340
H9 0.849 -2.826 -0.989  0.224
H10 -0.307 -2.947 0.263  0.240

Summary:
gap between HOMO and LUMO	10.1	eV
charge	0
SMILES	CC[C@@](S)(C#N)CN
HOMO level	-0.3484	Eh



Below is C5H10N2S as an isolated structure, with properties calculated with ωB97M-V with the def2-TZVPD basis set.

Last column: Mulliken charge in e.
Cartesian coordinates (Å):
C1 0.238 0.180 -0.166  1.327
C2 1.198 -0.725 -0.937  -0.758
C3 0.524 -0.725 0.993  -0.865
C4 -1.224 0.192 -0.590  -0.579
C5 -2.287 0.584 0.365  -0.844
H1 1.749 1.633 0.180  0.277
H2 0.449 2.202 -0.568  0.242
H3 0.914 -1.114 -1.902  0.303
H4 2.192 -0.173 -0.978  0.249
H5 2.232 -1.990 0.429  0.266
H6 -0.395 -1.000 1.550  0.306
H7 1.243 -0.339 1.688  0.327
H8 -1.424 0.515 -1.648  0.549
H9 -1.975 0.784 1.411  0.256
H10 -3.038 1.259 0.053  0.360
N1 0.731 1.541 0.108  -0.737
N2 1.208 -1.741 0.161  -0.558
S1 -2.338 -1.083 -0.150  -0.119

Summary:
gap between HOMO and LUMO	9.7	eV
charge	0
HOMO level	-0.3203	Eh



Below is an isolated ion of composition C5H10N3 and charge +1, with properties calculated with ωB97M-V with the def2-TZVPD basis set.

Last column: Mulliken charge in e.
Cartesian coordinates (Å):
C1 0.987 1.156 0.995  -1.922
C2 0.145 0.214 0.337  1.261
N1 -0.533 -0.772 1.621  -0.670
C3 0.884 -0.756 -0.636  -0.742
C4 0.260 -1.244 -1.661  -0.375
N2 -1.009 -0.716 -2.065  -0.035
C5 -1.547 0.256 -1.441  -0.145
N3 -0.986 0.757 -0.275  -0.163
H1 0.671 2.032 1.392  0.543
H2 1.803 1.559 0.326  0.441
H3 1.631 0.720 1.669  0.501
H4 -1.449 -1.114 1.222  0.278
H5 -0.773 -0.023 2.297  0.288
H6 1.834 -1.353 -0.345  0.279
H7 0.624 -2.046 -2.231  0.434
H8 -1.436 -1.085 -2.953  0.313
H9 -2.437 0.626 -1.867  0.431
H10 -1.071 1.712 0.087  0.283

Summary:
gap between HOMO and LUMO	9.0	eV
charge	+1
SMILES	C[C@]1(N)C=CNC=[NH+]1
HOMO level	-0.4885	Eh



These records have ΔE to the lowest compared entry with this formula, charge and spin values of 122.5 78.5 242.4 0.0 179.9 109.4 0.0 42.5 55.0 65.0 kcal per mole, in the order they appear.